(1)
DFT (wB97M-V/def2-TZVPD) results for a cluster of 4 separate species, C23H37ClF4IN3O12P in total in a non-equilibrium geometry.

Output
**E_LUMO**: -4.5 eV
**E**: -3464.12904 a.u.
**Orbital gap**: 7.37 eV

Geometry as ORCA input:
```
! wB97M-V def2-TZVPD RIJCOSX def2/J DEFGRID3
* xyz 1 1
C -1.92 -0.35 -1.86
C -2.77 0.97 -1.65
C -2.52 2.10 -2.75
I -3.60 1.73 -4.61
C -1.03 2.47 -2.94
C -0.51 3.49 -2.02
C -1.23 4.27 -0.86
C -1.68 5.70 -1.38
C -0.61 6.74 -0.84
F -2.95 5.95 -0.84
N 0.82 3.56 -2.45
F 1.60 4.43 -1.79
C 1.14 2.70 -3.48
N 2.44 2.62 -4.06
C 2.82 3.86 -4.73
O 3.06 4.87 -4.18
F 2.95 3.84 -6.10
C 3.40 2.19 -3.05
O 3.31 1.09 -2.63
F 4.36 3.00 -2.52
N -0.02 2.01 -3.80
P -0.22 0.72 -5.05
O -0.62 1.59 -6.43
Cl 1.66 -0.14 -5.46
H -1.21 -0.45 -1.01
H -2.64 -1.22 -1.80
H -1.33 -0.38 -2.81
H -2.42 1.44 -0.68
H -3.87 0.81 -1.54
H -3.01 3.02 -2.32
H -0.52 4.35 0.01
H -2.12 3.63 -0.57
H -1.66 5.66 -2.50
H -1.04 7.76 -1.07
H -0.51 6.62 0.28
H 0.38 6.62 -1.35
H -1.05 2.42 -6.18
C 0.18 -4.59 1.73
C 0.19 -4.74 0.22
O -0.68 -5.80 -0.21
C -1.99 -5.50 -0.22
O -2.48 -4.44 0.07
O -2.66 -6.60 -0.61
C -4.08 -6.45 -0.58
H 0.40 -5.54 2.21
H 0.91 -3.85 2.05
H -0.80 -4.28 2.09
H 1.19 -5.01 -0.11
H -0.07 -3.81 -0.28
H -4.39 -5.57 -1.15
H -4.43 -6.38 0.45
H -4.51 -7.34 -1.04
C 3.06 9.02 5.23
C 1.85 9.18 4.33
O 2.21 9.06 2.94
C 2.39 7.81 2.51
O 2.27 6.80 3.16
O 2.76 7.87 1.22
C 3.07 6.61 0.65
H 3.86 9.71 4.93
H 2.80 9.21 6.27
H 3.47 8.01 5.15
H 1.44 10.18 4.45
H 1.06 8.47 4.59
H 2.26 5.89 0.80
H 4.00 6.23 1.07
H 3.21 6.74 -0.42
C -0.23 -8.33 1.42
C -1.13 -8.50 2.62
O -1.32 -9.88 2.94
C -0.31 -10.47 3.59
O 0.72 -9.94 3.93
O -0.63 -11.75 3.78
C 0.40 -12.52 4.39
H -0.60 -8.91 0.57
H -0.16 -7.29 1.12
H 0.78 -8.70 1.63
H -2.12 -8.09 2.40
H -0.75 -7.95 3.49
H 0.75 -12.06 5.32
H 1.23 -12.65 3.69
H -0.01 -13.50 4.63
*
```

In the Mulliken picture, each atom carries the following charge in e: number 1, C, carries -0.90; number 2, C, carries -0.33; number 3, C, carries -1.13; number 4, I, carries 0.15; number 5, C, carries 0.65; number 6, C, carries -0.07; number 7, C, carries -0.94; number 8, C, carries 0.44; number 9, C, carries -1.11; number 10, F, carries -0.34; number 11, N, carries 0.14; number 12, F, carries -0.07; number 13, C, carries -0.71; number 14, N, carries 0.53; number 15, C, carries 0.46; number 16, O, carries -0.30; number 17, F, carries -0.21; number 18, C, carries 0.67; number 19, O, carries -0.36; number 20, F, carries -0.19; number 21, N, carries 0.47; number 22, P, carries 0.46; number 23, O, carries -0.46; number 24, Cl, carries -0.20; number 25, H, carries 0.30; number 26, H, carries 0.32; number 27, H, carries 0.10; number 28, H, carries 0.15; number 29, H, carries 0.62; number 30, H, carries 0.52; number 31, H, carries 0.57; number 32, H, carries 0.17; number 33, H, carries 0.32; number 34, H, carries 0.39; number 35, H, carries 0.30; number 36, H, carries 0.21; number 37, H, carries 0.36; number 38, C, carries -1.03; number 39, C, carries -0.23; number 40, O, carries -0.39; number 41, C, carries 0.82; number 42, O, carries -0.57; number 43, O, carries -0.33; number 44, C, carries -0.69; number 45, H, carries 0.25; number 46, H, carries 0.39; number 47, H, carries 0.28; number 48, H, carries 0.30; number 49, H, carries 0.35; number 50, H, carries 0.30; number 51, H, carries 0.31; number 52, H, carries 0.25; number 53, C, carries -1.10; number 54, C, carries -0.16; number 55, O, carries -0.36; number 56, C, carries 0.73; number 57, O, carries -0.55; number 58, O, carries -0.36; number 59, C, carries -0.53; number 60, H, carries 0.30; number 61, H, carries 0.36; number 62, H, carries 0.31; number 63, H, carries 0.29; number 64, H, carries 0.30; number 65, H, carries 0.17; number 66, H, carries 0.42; number 67, H, carries 0.21; number 68, C, carries -0.44; number 69, C, carries -0.26; number 70, O, carries -0.36; number 71, C, carries 0.77; number 72, O, carries -0.55; number 73, O, carries -0.34; number 74, C, carries -0.63; number 75, H, carries 0.34; number 76, H, carries -0.31; number 77, H, carries 0.32; number 78, H, carries 0.33; number 79, H, carries 0.32; number 80, H, carries 0.29; number 81, H, carries 0.29; number 82, H, carries 0.23


(2)
DFT (wB97M-V/def2-TZVPD) results for a structure of composition C23H37LaN8OSSi in a non-equilibrium geometry.

Output
**ΔE to the lowest compared entry with this formula, charge and spin**: 25.2 kcal/mol
**E_LUMO**: 0.4 eV
**E**: -2131.38329 a.u.
**Orbital gap**: 7.71 eV

Geometry as ORCA input:
```
! wB97M-V def2-TZVPD RIJCOSX def2/J DEFGRID3
* xyz 0 1
La -0.73 -0.59 -0.42
N -2.94 -4.51 0.91
C -2.72 -3.18 0.68
S -2.91 -2.63 -0.94
N -2.42 -2.43 1.70
N -2.16 -1.12 1.40
C -2.52 -0.24 2.27
C -2.55 1.17 2.02
C -2.93 2.00 3.09
C -3.17 3.34 2.92
C -3.06 3.90 1.65
C -2.71 3.12 0.58
C -2.42 1.74 0.71
O -2.11 1.06 -0.35
H -3.54 -4.97 0.24
H -3.11 -4.75 1.88
H -2.94 -0.59 3.22
H -3.06 1.56 4.07
H -3.47 3.95 3.76
H -3.27 4.95 1.51
H -2.64 3.54 -0.41
C -0.45 -1.96 -3.98
C -0.78 -0.45 -4.00
N -0.11 0.29 -2.93
C 1.31 0.56 -3.17
C 2.20 -0.65 -2.85
N 1.82 -1.28 -1.59
C 1.93 -2.73 -1.62
C 0.72 -3.39 -2.35
N -0.36 -2.45 -2.61
H -1.23 -2.48 -4.55
H 0.50 -2.13 -4.49
H -0.52 -0.05 -5.00
H -1.86 -0.33 -3.85
H -0.58 1.19 -2.85
H 1.50 0.85 -4.21
H 1.60 1.38 -2.50
H 2.11 -1.39 -3.65
H 3.25 -0.32 -2.84
H 2.40 -0.92 -0.84
H 2.86 -3.06 -2.11
H 1.95 -3.08 -0.59
H 1.06 -3.86 -3.28
H 0.34 -4.19 -1.71
H -1.25 -2.90 -2.37
C 0.88 -3.35 2.14
C 1.24 -1.92 2.38
C 1.92 -1.55 3.53
C 2.27 -0.21 3.69
C 1.96 0.69 2.71
C 1.25 0.28 1.56
N 0.91 -1.04 1.43
N 0.89 1.06 0.55
Si 1.24 2.74 0.42
C 3.12 3.03 0.15
C 0.67 3.92 1.83
C 0.36 3.43 -1.13
H 1.73 -3.88 1.70
H 0.03 -3.43 1.46
H 0.62 -3.85 3.07
H 2.17 -2.28 4.28
H 2.79 0.12 4.59
H 2.22 1.73 2.81
H 3.68 3.00 1.08
H 3.30 4.00 -0.30
H 3.56 2.28 -0.51
H 1.00 3.61 2.82
H -0.41 3.97 1.85
H 1.05 4.92 1.67
H 1.03 3.55 -1.98
H -0.04 4.41 -0.91
H -0.47 2.80 -1.42
*
```

In the Mulliken picture, each atom carries the following charge in e: number 1, La, carries 0.99; number 2, N, carries -0.50; number 3, C, carries 0.66; number 4, S, carries -0.66; number 5, N, carries -1.33; number 6, N, carries 1.14; number 7, C, carries -0.78; number 8, C, carries 0.75; number 9, C, carries -0.73; number 10, C, carries -0.62; number 11, C, carries -0.72; number 12, C, carries -0.18; number 13, C, carries 0.73; number 14, O, carries -0.74; number 15, H, carries 0.23; number 16, H, carries 0.27; number 17, H, carries 0.30; number 18, H, carries 0.40; number 19, H, carries 0.40; number 20, H, carries 0.39; number 21, H, carries 0.41; number 22, C, carries -0.90; number 23, C, carries -0.98; number 24, N, carries 0.04; number 25, C, carries -0.40; number 26, C, carries -1.06; number 27, N, carries -0.16; number 28, C, carries -0.41; number 29, C, carries -0.90; number 30, N, carries 0.00; number 31, H, carries 0.40; number 32, H, carries 0.37; number 33, H, carries 0.38; number 34, H, carries 0.46; number 35, H, carries 0.16; number 36, H, carries 0.40; number 37, H, carries -0.16; number 38, H, carries 0.31; number 39, H, carries 0.51; number 40, H, carries 0.29; number 41, H, carries 0.42; number 42, H, carries -0.02; number 43, H, carries 0.35; number 44, H, carries 0.43; number 45, H, carries 0.25; number 46, C, carries -1.46; number 47, C, carries 0.38; number 48, C, carries -0.89; number 49, C, carries -0.73; number 50, C, carries -0.85; number 51, C, carries 0.91; number 52, N, carries 0.47; number 53, N, carries 0.49; number 54, Si, carries 0.04; number 55, C, carries -1.27; number 56, C, carries -1.03; number 57, C, carries -1.08; number 58, H, carries 0.26; number 59, H, carries 0.04; number 60, H, carries 0.46; number 61, H, carries 0.49; number 62, H, carries 0.44; number 63, H, carries 0.35; number 64, H, carries 0.33; number 65, H, carries 0.39; number 66, H, carries 0.32; number 67, H, carries 0.34; number 68, H, carries 0.09; number 69, H, carries 0.44; number 70, H, carries 0.48; number 71, H, carries 0.51; number 72, H, carries -0.08


(3)
DFT (wB97M-V/def2-TZVPD) results for a structure of composition C23H38AlN5O3SSiTe4.

Output
**ΔE to the lowest compared entry with this formula, charge and spin**: 28.5 kcal/mol
**E_LUMO**: -0.3 eV
**E**: -3401.24249 a.u.
**Orbital gap**: 6.81 eV

Geometry as ORCA input:
```
! wB97M-V def2-TZVPD RIJCOSX def2/J DEFGRID3
* xyz 0 1
Al -0.81 0.28 -0.80
Te 1.59 0.63 -1.88
Te 1.85 3.36 -2.18
Te -3.23 3.15 -1.87
Te -3.27 0.42 -1.75
C -0.28 2.84 1.91
C -0.47 3.10 0.46
N -0.87 2.22 -0.40
C -1.08 2.91 -1.69
C -0.15 4.08 -1.55
N -0.22 4.31 -0.11
C 0.20 5.52 0.54
N 1.62 5.63 0.77
N 2.18 5.06 1.86
N 3.45 5.23 1.82
C 3.75 5.94 0.67
C 4.98 6.38 0.17
C 4.97 7.07 -1.02
C 3.76 7.34 -1.70
C 2.54 6.92 -1.21
C 2.57 6.21 -0.01
H -0.97 2.07 2.24
H -0.41 3.74 2.50
H 0.74 2.49 2.07
H -0.83 2.27 -2.53
H -0.39 4.98 -2.13
H -0.32 5.62 1.49
H -0.09 6.35 -0.10
H 5.90 6.16 0.70
H 5.90 7.42 -1.44
H 3.80 7.89 -2.63
H 1.63 7.12 -1.75
C 2.31 -2.79 0.56
C 1.38 -3.60 1.46
C 1.38 -3.06 2.88
C 1.76 -5.07 1.45
O 0.04 -3.56 0.93
Si -0.93 -2.37 0.41
S -0.67 -0.52 1.33
O -0.63 -1.92 -1.19
C -0.69 -2.83 -2.37
C -2.02 -2.64 -3.06
C -0.54 -4.28 -1.92
C 0.46 -2.46 -3.28
O -2.45 -2.94 0.35
C -3.38 -3.32 1.39
C -4.40 -2.20 1.50
C -4.03 -4.62 0.93
C -2.66 -3.53 2.72
H 3.32 -2.79 0.97
H 1.97 -1.75 0.50
H 2.34 -3.22 -0.44
H 2.35 -3.25 3.34
H 0.61 -3.56 3.47
H 1.19 -1.99 2.89
H 2.79 -5.20 1.78
H 1.66 -5.48 0.44
H 1.11 -5.64 2.12
H -2.84 -2.83 -2.36
H -2.10 -3.34 -3.89
H -2.12 -1.63 -3.45
H -1.33 -4.57 -1.22
H 0.43 -4.46 -1.45
H -0.62 -4.91 -2.80
H 0.35 -1.45 -3.67
H 0.50 -3.16 -4.12
H 1.41 -2.52 -2.75
H -4.89 -2.04 0.53
H -3.91 -1.27 1.79
H -5.16 -2.45 2.24
H -4.51 -4.47 -0.04
H -4.78 -4.95 1.64
H -3.27 -5.40 0.83
H -2.17 -2.60 3.04
H -1.91 -4.31 2.63
H -3.38 -3.81 3.49
*
```

In the Mulliken picture, each atom carries the following charge in e: number 1, Al, carries 1.41; number 2, Te, carries -0.06; number 3, Te, carries 0.08; number 4, Te, carries -0.09; number 5, Te, carries -0.07; number 6, C, carries -1.56; number 7, C, carries 0.87; number 8, N, carries 0.42; number 9, C, carries -1.82; number 10, C, carries -0.51; number 11, N, carries 0.43; number 12, C, carries -1.68; number 13, N, carries 0.85; number 14, N, carries -0.41; number 15, N, carries -0.69; number 16, C, carries 0.12; number 17, C, carries -0.65; number 18, C, carries -0.54; number 19, C, carries -0.65; number 20, C, carries -0.48; number 21, C, carries 1.37; number 22, H, carries 0.43; number 23, H, carries 0.48; number 24, H, carries 0.23; number 25, H, carries 0.65; number 26, H, carries 0.71; number 27, H, carries 0.44; number 28, H, carries 0.41; number 29, H, carries 0.43; number 30, H, carries 0.38; number 31, H, carries 0.39; number 32, H, carries 0.31; number 33, C, carries -1.04; number 34, C, carries 1.64; number 35, C, carries -1.59; number 36, C, carries -1.71; number 37, O, carries -0.14; number 38, Si, carries -0.48; number 39, S, carries -0.59; number 40, O, carries -0.68; number 41, C, carries 1.97; number 42, C, carries -1.64; number 43, C, carries -1.45; number 44, C, carries -1.73; number 45, O, carries 0.25; number 46, C, carries 1.66; number 47, C, carries -1.52; number 48, C, carries -1.75; number 49, C, carries -1.42; number 50, H, carries 0.57; number 51, H, carries -0.05; number 52, H, carries 0.20; number 53, H, carries 0.50; number 54, H, carries 0.30; number 55, H, carries 0.24; number 56, H, carries 0.42; number 57, H, carries 0.34; number 58, H, carries 0.36; number 59, H, carries 0.12; number 60, H, carries 0.44; number 61, H, carries 0.32; number 62, H, carries 0.17; number 63, H, carries 0.21; number 64, H, carries 0.62; number 65, H, carries 0.33; number 66, H, carries 0.44; number 67, H, carries 0.27; number 68, H, carries 0.29; number 69, H, carries 0.25; number 70, H, carries 0.47; number 71, H, carries 0.32; number 72, H, carries 0.47; number 73, H, carries 0.35; number 74, H, carries 0.29; number 75, H, carries 0.23; number 76, H, carries 0.56